Formula: C17H17ClN2O4
Source: the Open Molecules 2025 dataset
Level of theory: ωB97M-V/def2-TZVPD

Calculated values
ΔE to the lowest compared entry with this formula, charge and spin	14.1	kcal per mole

Last columns: bonded neighbours and bond lengths (Å).
Geometry (Å):
1 O -1.163 3.599 2.191  C7 1.214
2 O 0.469 -0.412 3.442  C8 1.216
3 Cl -0.820 -5.222 -2.677  C14 1.735
4 N -1.329 1.908 0.758  C7 1.403, C9 1.282
5 O -1.621 0.291 -0.741  C9 1.360, C16 1.360
6 O -2.186 -3.052 -4.127  C15 1.369, C21 1.438
7 C -0.836 2.454 1.953  O1 1.214, N4 1.403, N18 1.401
8 C 0.002 0.362 2.628  O2 1.216, C10 1.449, N18 1.364
9 C -1.140 0.673 0.473  N4 1.282, O5 1.360, C10 1.440
10 C -0.394 -0.193 1.350  C8 1.449, C9 1.440, C11 1.368
11 C -0.201 -1.493 0.968  C10 1.368, C17 1.462, H25 1.086
12 C -1.847 -1.341 -2.406  C15 1.425, C16 1.387, H26 1.051
13 C -0.589 -3.236 -0.821  C14 1.399, C17 1.394, H27 1.081
14 C -1.058 -3.609 -2.085  Cl3 1.735, C13 1.399, C15 1.404
15 C -1.691 -2.665 -2.910  O6 1.369, C12 1.425, C14 1.404
16 C -1.441 -1.001 -1.124  O5 1.360, C12 1.387, C17 1.429
17 C -0.725 -1.942 -0.322  C11 1.462, C13 1.394, C16 1.429
18 N -0.111 1.696 2.883  C7 1.401, C8 1.364, C22 1.478
19 C -1.922 -2.817 -6.474  C21 1.517, H28 1.084, H29 1.091, H30 1.112
20 C 4.121 3.186 2.763  C23 1.538, H31 1.099, H32 1.091, H33 1.104
21 C -1.988 -2.068 -5.157  O6 1.438, C19 1.517, H34 1.081, H35 1.078
22 C 0.496 2.339 4.067  N18 1.478, C24 1.556, H36 1.098, H37 1.087
23 C 2.868 2.338 3.045  C20 1.538, C24 1.545, H38 1.090, H39 1.105
24 C 1.763 3.176 3.725  C22 1.556, C23 1.545, H40 1.107, H41 1.119
25 H 0.285 -2.218 1.613  C11 1.086
26 H -2.326 -0.634 -3.018  C12 1.051
27 H -0.013 -3.991 -0.306  C13 1.081
28 H -1.779 -2.117 -7.290  C19 1.084
29 H -2.848 -3.363 -6.660  C19 1.091
30 H -1.080 -3.544 -6.486  C19 1.112
31 H 3.882 4.117 2.231  C20 1.099
32 H 4.646 3.445 3.683  C20 1.091
33 H 4.774 2.556 2.134  C20 1.104
34 H -1.078 -1.518 -4.958  C21 1.081
35 H -2.826 -1.391 -5.168  C21 1.078
36 H -0.233 3.020 4.527  C22 1.098
37 H 0.680 1.569 4.812  C22 1.087
38 H 2.517 1.990 2.074  C23 1.090
39 H 3.167 1.461 3.647  C23 1.105
40 H 1.461 4.022 3.078  C24 1.107
41 H 2.115 3.624 4.688  C24 1.119